(1)
C2H6N3S | the ωB97M-V functional and the def2-TZVPD basis

Values from the calculation:
Orbital gap, eV: 9.6
HOMO, eV: -14.669
E, Eh: -641.92977
Net charge: +1
Energy above the lowest of the compared OMol25 structures with the same formula, charge and spin, kcal/mol: 53.9
SMILES: N#CSNC[NH3+]

Each line ends with the natural charge from an NBO analysis.
Geometry (Å):
N1 0.38 1.52 1.78  -0.35
C1 -0.21 0.57 2.04  0.05
S1 -1.17 -0.78 2.06  0.60
N2 -0.38 -1.17 0.37  -0.72
C2 -0.56 -0.41 -0.75  -0.06
N3 0.67 0.70 -0.84  -0.75
H1 0.32 -1.87 0.32  0.41
H2 -0.29 -1.10 -1.63  0.23
H3 -1.59 -0.09 -0.92  0.26
H4 1.54 0.16 -0.97  0.43
H5 0.76 1.15 0.13  0.46
H6 0.54 1.33 -1.60  0.44

---

(2)
C11H21Cl2NOV | the ωB97M-V functional and the def2-TZVPD basis

Values from the calculation:
Orbital gap (alpha / beta), eV: 8.6 / 8.3
HOMO (alpha / beta), eV: -9.208 / -8.738
E, Eh: -2426.04840
2S+1: 2
Energy above the lowest of the compared OMol25 structures with the same formula, charge and spin, kcal/mol: 6.3

Each line ends with the Löwdin spin population.
Geometry (Å):
V1 -0.53 -2.14 1.69  1.62
Cl1 -2.57 -2.80 1.71  0.01
Cl2 0.43 -0.68 2.88  0.01
C1 -2.02 1.29 -1.63  0.00
H1 -3.12 1.40 -1.61  0.00
H2 -1.49 2.10 -1.07  0.00
C2 0.30 -2.16 0.03  -0.48
C3 -1.41 0.49 -2.48  0.00
H3 0.52 -1.03 -0.06  -0.03
C4 -1.98 -0.76 -3.16  0.00
H4 -0.32 0.59 -2.65  0.00
C5 -2.39 -1.93 -2.29  0.00
H5 -2.91 -0.44 -3.67  0.00
H6 -1.26 -1.13 -3.91  0.00
C6 -1.42 -3.04 -1.85  -0.03
H7 -2.98 -1.56 -1.45  0.00
H8 -3.15 -2.50 -2.84  0.00
C7 0.04 -2.78 -1.31  -0.07
H9 -1.96 -3.66 -1.12  0.00
H10 -1.28 -3.67 -2.74  0.00
H11 0.44 -3.81 -1.14  -0.01
H12 0.70 -2.41 -2.13  0.00
C8 4.62 3.04 -0.10  0.00
N1 3.47 2.71 -0.93  0.00
C9 2.77 3.78 -1.60  0.00
C10 2.92 1.47 -1.02  0.00
C11 3.60 0.36 -0.26  0.00
O1 1.90 1.30 -1.70  0.00
H13 4.88 4.08 -0.31  0.00
H14 5.48 2.40 -0.34  0.00
H15 4.40 2.94 0.98  0.00
H16 2.65 3.54 -2.67  0.00
H17 1.76 3.91 -1.16  0.00
H18 3.36 4.69 -1.47  0.00
H19 3.44 0.48 0.82  0.00
H20 3.17 -0.60 -0.57  0.00
H21 4.68 0.35 -0.46  0.00

---

(3)
C5H5N3 | the ωB97M-V functional and the def2-TZVPD basis

Values from the calculation:
Orbital gap, eV: 8.4
HOMO, eV: -9.393
E, Eh: -357.62118
Energy above the lowest of the compared OMol25 structures with the same formula, charge and spin, kcal/mol: 95.0
SMILES: [H]/N=c1/cncccn1

Each line ends with the natural charge from an NBO analysis.
Geometry (Å):
H1 2.70 1.55 -0.65  0.37
N1 2.66 0.40 -0.76  -0.56
C1 1.35 0.12 -0.58  0.30
C2 0.68 -1.03 -1.08  0.07
N2 -0.48 -1.50 -0.88  -0.39
C3 -1.46 -1.01 0.22  0.04
C4 -1.51 0.15 1.00  -0.33
C5 -0.52 1.28 0.76  0.11
N3 0.52 1.34 -0.11  -0.47
H2 1.29 -1.63 -1.77  0.21
H3 -2.24 -1.62 0.47  0.19
H4 -2.36 -0.13 1.78  0.26
H5 -0.63 2.08 1.57  0.20

---

(4)
C15H28N5 | the ωB97M-V functional and the def2-TZVPD basis

Values from the calculation:
Orbital gap, eV: 11.1
HOMO, eV: -13.699
E, Eh: -861.89691
Net charge: +1
SMILES: CC(C)[C@H](c1nnnn1C1CCCC1)[NH+]1CCCCC1

Each line ends with the natural charge from an NBO analysis.
Geometry (Å):
C1 0.68 2.37 2.37  -0.63
C2 0.03 1.78 1.13  -0.22
C3 -1.50 1.92 1.19  -0.63
C4 0.56 0.35 0.83  -0.06
C5 -0.17 -0.30 -0.30  0.31
N1 -0.95 -1.36 -0.21  -0.35
N2 -1.38 -1.61 -1.44  -0.03
N3 -0.90 -0.79 -2.26  -0.04
N4 -0.12 0.07 -1.61  -0.17
C6 0.56 1.14 -2.28  -0.05
C7 1.08 0.66 -3.65  -0.41
C8 0.03 1.14 -4.64  -0.41
C9 -0.35 2.51 -4.10  -0.40
C10 -0.42 2.30 -2.59  -0.42
N5 0.60 -0.55 2.02  -0.35
C11 1.41 -1.77 1.76  -0.23
C12 1.67 -2.52 3.06  -0.42
C13 0.35 -2.92 3.71  -0.40
C14 -0.50 -1.67 3.92  -0.42
C15 -0.71 -0.95 2.60  -0.25
H1 0.31 1.91 3.29  0.20
H2 1.77 2.28 2.34  0.21
H3 0.45 3.43 2.43  0.25
H4 0.36 2.37 0.27  0.23
H5 -1.89 1.78 2.19  0.21
H6 -2.00 1.22 0.53  0.23
H7 -1.78 2.92 0.88  0.24
H8 1.61 0.47 0.53  0.24
H9 1.39 1.46 -1.63  0.21
H10 1.23 -0.41 -3.67  0.23
H11 2.04 1.15 -3.86  0.22
H12 0.41 1.18 -5.66  0.23
H13 -0.83 0.47 -4.62  0.22
H14 -1.29 2.88 -4.50  0.23
H15 0.43 3.23 -4.35  0.21
H16 -0.16 3.21 -2.04  0.22
H17 -1.43 2.00 -2.30  0.22
H18 1.09 -0.02 2.75  0.44
H19 2.35 -1.49 1.29  0.22
H20 0.84 -2.40 1.07  0.25
H21 2.26 -3.41 2.83  0.25
H22 2.26 -1.90 3.73  0.21
H23 0.55 -3.41 4.67  0.24
H24 -0.18 -3.63 3.08  0.22
H25 -1.47 -1.95 4.33  0.25
H26 -0.02 -1.01 4.65  0.20
H27 -1.31 -0.05 2.76  0.23
H28 -1.22 -1.58 1.87  0.28

---

(5)
C23H25BrCuN6O6S2 | the ωB97M-V functional and the def2-TZVPD basis

Values from the calculation:
Orbital gap (alpha / beta), eV: 7.3 / 7.2
HOMO (alpha / beta), eV: -8.439 / -8.439
E, Eh: -6682.41126
2S+1: 2
Energy above the lowest of the compared OMol25 structures with the same formula, charge and spin, kcal/mol: 10.2

Each line ends with the Löwdin spin population.
Geometry (Å):
Cu1 -1.02 -0.05 -0.44  0.75
O1 -1.80 4.06 -2.01  0.00
C1 -1.70 2.85 -1.45  0.00
O2 -1.74 1.82 -2.08  0.00
C2 -1.42 2.89 0.01  0.00
C3 -1.45 4.04 0.78  0.00
C4 -1.24 3.91 2.15  0.00
C5 -1.04 2.66 2.70  0.00
C6 -1.03 1.56 1.85  0.00
N1 -1.20 1.69 0.55  0.04
C7 -0.85 0.13 2.34  0.00
O3 -0.63 -0.04 3.54  0.00
O4 -0.91 -0.75 1.43  0.05
H1 -1.97 3.93 -2.96  0.00
H2 -1.63 5.00 0.32  0.00
H3 -1.24 4.79 2.78  0.00
H4 -0.87 2.50 3.75  0.00
C8 1.73 -0.78 -0.69  0.00
N2 3.07 -0.83 -1.25  0.00
C9 3.64 0.52 -1.18  0.00
N3 2.84 1.49 -1.93  0.00
C10 1.50 1.51 -1.37  0.00
N4 0.85 0.18 -1.43  0.04
C11 0.82 -0.25 -2.86  0.00
N5 2.16 -0.28 -3.43  0.00
C12 2.97 -1.22 -2.66  0.00
C13 2.76 1.05 -3.32  0.00
H5 1.77 -0.47 0.35  0.00
H6 1.26 -1.77 -0.76  0.00
H7 4.65 0.50 -1.60  0.00
H8 3.70 0.84 -0.14  0.00
H9 0.89 2.22 -1.93  0.00
H10 1.56 1.82 -0.32  0.00
H11 0.20 0.46 -3.41  0.00
H12 0.36 -1.23 -2.91  0.00
H13 3.98 -1.26 -3.08  0.00
H14 2.53 -2.22 -2.72  0.00
H15 2.15 1.76 -3.89  0.00
H16 3.76 1.02 -3.75  0.00
Br1 -6.42 -4.35 1.42  0.00
C14 -5.43 -2.93 0.64  0.00
C15 -5.91 -1.64 0.75  0.00
C16 -5.19 -0.61 0.17  0.00
C17 -4.00 -0.88 -0.49  0.00
C18 -3.51 -2.18 -0.58  0.00
C19 -4.25 -3.22 -0.02  0.00
C20 -2.22 -2.54 -1.28  0.01
O5 -2.05 -3.69 -1.65  0.01
O6 -1.32 -1.61 -1.39  0.06
H17 -6.84 -1.44 1.28  0.00
H18 -5.56 0.41 0.23  0.00
H19 -3.49 -0.06 -0.98  0.00
H20 -3.88 -4.23 -0.12  0.00
S1 2.49 1.70 2.43  0.00
C21 2.87 0.11 2.74  0.00
N6 2.06 -0.83 3.20  0.00
C22 2.65 -2.12 3.52  0.00
C23 3.87 -2.25 2.62  0.00
S2 4.48 -0.54 2.46  0.00
H21 1.10 -0.60 3.46  0.00
H22 1.93 -2.92 3.34  0.00
H23 2.94 -2.14 4.58  0.00
H24 3.60 -2.61 1.63  0.00
H25 4.64 -2.88 3.05  0.00

---

(6)
C6CaF18O18S6 | the ωB97M-V functional and the def2-TZVPD basis

Values from the calculation:
Orbital gap, eV: 8.4
HOMO, eV: -0.195
E, Eh: -6447.59001
Net charge: -4
Energy above the lowest of the compared OMol25 structures with the same formula, charge and spin, kcal/mol: 0.0

Each line ends with the natural charge from an NBO analysis.
Geometry (Å):
Ca1 14.11 -6.76 -1.71  1.83
C1 10.39 -5.60 0.69  0.68
F1 10.43 -6.90 0.44  -0.31
F2 9.08 -5.23 0.74  -0.36
F3 10.87 -5.40 1.93  -0.34
S1 11.32 -4.59 -0.58  2.38
O1 12.38 -5.52 -0.94  -1.06
O2 10.34 -4.37 -1.61  -0.98
O3 11.71 -3.44 0.19  -0.97
C2 15.92 -3.72 1.58  0.67
F4 14.61 -3.48 1.57  -0.31
F5 16.51 -2.89 0.70  -0.33
F6 16.38 -3.37 2.82  -0.37
S2 16.30 -5.50 1.22  2.38
O4 15.50 -5.73 0.04  -1.03
O5 17.73 -5.48 1.03  -0.99
O6 15.85 -6.15 2.43  -0.99
C3 17.49 -9.18 -1.84  0.69
F7 17.34 -8.21 -0.94  -0.31
F8 18.82 -9.39 -2.00  -0.35
F9 16.98 -10.31 -1.34  -0.32
S3 16.72 -8.71 -3.46  2.36
O7 17.82 -8.05 -4.12  -0.99
O8 16.31 -9.97 -4.03  -0.99
O9 15.64 -7.82 -3.08  -1.06
C4 11.94 -9.58 -4.68  0.67
F10 11.61 -9.49 -5.98  -0.35
F11 11.37 -10.72 -4.23  -0.35
F12 13.25 -9.74 -4.62  -0.31
S4 11.34 -8.11 -3.70  2.37
O10 12.45 -7.91 -2.78  -1.05
O11 11.17 -7.09 -4.70  -0.98
O12 10.12 -8.61 -3.11  -0.98
C5 13.97 -3.72 -4.85  0.67
F13 13.76 -5.00 -5.14  -0.32
F14 14.46 -3.14 -5.96  -0.36
F15 12.78 -3.15 -4.62  -0.33
S5 15.13 -3.52 -3.39  2.38
O13 14.67 -2.30 -2.79  -0.98
O14 14.87 -4.73 -2.64  -1.05
O15 16.42 -3.45 -4.03  -0.99
C6 13.37 -10.99 -0.59  0.68
F16 12.30 -10.61 -1.29  -0.32
F17 13.03 -12.10 0.09  -0.35
F18 14.32 -11.34 -1.46  -0.32
S6 13.96 -9.66 0.55  2.38
O16 14.16 -8.50 -0.32  -1.07
O17 12.86 -9.54 1.47  -0.98
O18 15.18 -10.23 1.06  -0.98

---

(7)
C7H17N | the ωB97M-V functional and the def2-TZVPD basis

Values from the calculation:
Orbital gap, eV: 5.1
HOMO, eV: -6.318
E, Eh: -331.33320
Energy above the lowest of the compared OMol25 structures with the same formula, charge and spin, kcal/mol: 211.9

Each line ends with the natural charge from an NBO analysis.
Geometry (Å):
C1 -1.54 -0.76 0.27  -0.31
N1 -0.31 -0.14 0.77  -0.65
C2 0.70 -1.01 1.20  -0.24
C3 2.06 -0.75 0.42  -0.24
C4 1.87 -1.14 -1.05  -0.63
C5 2.25 0.75 0.56  -0.63
C6 -2.45 0.18 -0.31  -0.02
C7 -3.09 1.31 0.43  -0.48
H1 -2.03 -1.28 1.03  0.14
H2 -1.31 -1.65 -0.45  0.19
H3 0.27 -2.13 1.28  0.15
H4 -0.69 1.98 -2.31  -0.02
H5 1.10 -0.71 2.19  0.20
H6 2.94 -1.35 0.73  0.19
H7 1.72 -2.19 -1.32  0.20
H8 2.72 -0.84 -1.73  0.20
H9 0.85 -0.53 -1.19  0.21
H10 3.21 0.86 1.01  0.20
H11 2.12 1.33 -0.41  0.21
H12 1.42 1.18 1.25  0.24
H13 -2.68 -0.06 -1.34  0.24
H14 -0.05 2.44 -2.47  0.02
H15 -2.03 1.35 -0.02  0.33
H16 -3.19 1.14 1.42  0.24
H17 -3.84 2.02 0.05  0.25

---

(8)
C14H20AsBiCl3NS4Sb2 | the ωB97M-V functional and the def2-TZVPD basis

Values from the calculation:
Orbital gap, eV: 6.2
HOMO, eV: -7.651
E, Eh: -6504.38313
Energy above the lowest of the compared OMol25 structures with the same formula, charge and spin, kcal/mol: 0.0

Each line ends with the natural charge from an NBO analysis.
Geometry (Å):
Bi1 1.00 -0.95 0.18  1.03
S1 -3.58 -1.87 -1.28  -0.62
As1 -1.91 -2.50 -0.26  0.96
S2 -0.01 -2.25 -1.62  -0.62
S3 -1.20 -0.80 1.18  -0.57
S4 -1.70 -4.28 0.75  -0.59
C1 0.40 3.17 3.88  -0.98
Sb1 0.80 2.12 2.05  1.01
C2 -0.61 3.27 0.92  -0.99
C3 2.59 3.27 1.57  -0.76
C4 2.38 4.38 0.59  -0.02
C5 1.96 5.63 1.02  -0.21
C6 1.72 6.66 0.13  -0.21
C7 1.92 6.46 -1.23  -0.22
C8 2.35 5.22 -1.67  -0.20
C9 2.58 4.17 -0.78  -0.07
C10 3.03 2.84 -1.30  -0.75
Sb2 1.44 1.45 -1.73  1.16
C11 2.66 0.21 -2.96  -1.00
C12 0.48 2.53 -3.27  -0.97
H1 0.16 4.21 3.66  0.23
H2 1.27 3.12 4.52  0.23
H3 -0.44 2.71 4.39  0.24
H4 -0.43 4.33 1.08  0.23
H5 -1.60 3.00 1.26  0.24
H6 -0.56 3.05 -0.14  0.22
H7 3.33 2.56 1.22  0.22
H8 2.93 3.65 2.53  0.24
H9 1.82 5.80 2.09  0.21
H10 1.40 7.63 0.50  0.22
H11 1.75 7.26 -1.93  0.22
H12 2.52 5.06 -2.73  0.21
H13 3.72 2.35 -0.63  0.23
H14 3.53 2.94 -2.27  0.24
H15 3.15 0.83 -3.71  0.23
H16 2.05 -0.55 -3.45  0.25
H17 3.43 -0.29 -2.36  0.23
H18 1.24 2.71 -4.03  0.23
H19 0.10 3.47 -2.89  0.25
H20 -0.33 1.94 -3.68  0.25
Cl1 -4.59 0.69 -3.66  0.11
C13 -4.09 1.82 -2.41  -0.22
Cl2 -5.22 1.81 -1.05  0.09
Cl3 -3.94 3.46 -3.07  0.06
C14 -2.76 1.42 -1.92  0.27
N1 -1.73 1.13 -1.53  -0.31

---

> The lowest E belongs to which entry?

C23H25BrCuN6O6S2

---

> Number 8 is which compound?

C14H20AsBiCl3NS4Sb2

---

What did the sixth record say?
C6CaF18O18S6 | the ωB97M-V functional and the def2-TZVPD basis

Values from the calculation:
Orbital gap, eV: 8.4
HOMO, eV: -0.195
E, Eh: -6447.59001
Net charge: -4
Energy above the lowest of the compared OMol25 structures with the same formula, charge and spin, kcal/mol: 0.0

Each line ends with the natural charge from an NBO analysis.
Geometry (Å):
Ca1 14.11 -6.76 -1.71  1.83
C1 10.39 -5.60 0.69  0.68
F1 10.43 -6.90 0.44  -0.31
F2 9.08 -5.23 0.74  -0.36
F3 10.87 -5.40 1.93  -0.34
S1 11.32 -4.59 -0.58  2.38
O1 12.38 -5.52 -0.94  -1.06
O2 10.34 -4.37 -1.61  -0.98
O3 11.71 -3.44 0.19  -0.97
C2 15.92 -3.72 1.58  0.67
F4 14.61 -3.48 1.57  -0.31
F5 16.51 -2.89 0.70  -0.33
F6 16.38 -3.37 2.82  -0.37
S2 16.30 -5.50 1.22  2.38
O4 15.50 -5.73 0.04  -1.03
O5 17.73 -5.48 1.03  -0.99
O6 15.85 -6.15 2.43  -0.99
C3 17.49 -9.18 -1.84  0.69
F7 17.34 -8.21 -0.94  -0.31
F8 18.82 -9.39 -2.00  -0.35
F9 16.98 -10.31 -1.34  -0.32
S3 16.72 -8.71 -3.46  2.36
O7 17.82 -8.05 -4.12  -0.99
O8 16.31 -9.97 -4.03  -0.99
O9 15.64 -7.82 -3.08  -1.06
C4 11.94 -9.58 -4.68  0.67
F10 11.61 -9.49 -5.98  -0.35
F11 11.37 -10.72 -4.23  -0.35
F12 13.25 -9.74 -4.62  -0.31
S4 11.34 -8.11 -3.70  2.37
O10 12.45 -7.91 -2.78  -1.05
O11 11.17 -7.09 -4.70  -0.98
O12 10.12 -8.61 -3.11  -0.98
C5 13.97 -3.72 -4.85  0.67
F13 13.76 -5.00 -5.14  -0.32
F14 14.46 -3.14 -5.96  -0.36
F15 12.78 -3.15 -4.62  -0.33
S5 15.13 -3.52 -3.39  2.38
O13 14.67 -2.30 -2.79  -0.98
O14 14.87 -4.73 -2.64  -1.05
O15 16.42 -3.45 -4.03  -0.99
C6 13.37 -10.99 -0.59  0.68
F16 12.30 -10.61 -1.29  -0.32
F17 13.03 -12.10 0.09  -0.35
F18 14.32 -11.34 -1.46  -0.32
S6 13.96 -9.66 0.55  2.38
O16 14.16 -8.50 -0.32  -1.07
O17 12.86 -9.54 1.47  -0.98
O18 15.18 -10.23 1.06  -0.98